{
  "formula": "C4H3Br3S",
  "method": "ωB97M-V/def2-TZVPD",
  "total_energy_ha": -8274.3838,
  "e_homo_ev": -9.23,
  "spin_multiplicity": 1,
  "e_above_lowest_kcal_mol": 19.9,
  "symbols": ["Br", "C", "Br", "C", "S", "C", "H", "H", "Br", "C", "H"],
  "xyz": [[2.1200, -1.0665, 2.0493], [0.2681, -0.9755, -0.2416], [-0.9442, -0.4857, 2.2336], [-0.2696, -0.1367, -1.2137], [0.8562, 1.5707, 0.5384], [-0.4840, 1.2618, -0.5953], [-0.4325, 2.2062, -1.1473], [-1.4155, 1.2790, 0.0093], [0.4380, -2.8659, -0.5965], [0.6373, -0.4473, 1.0977], [-0.7740, -0.3400, -2.1340]],
  "atomic_forces_ev_per_a": [[0.546, -0.288, -0.107], [-0.870, 0.215, -3.228], [-0.098, -0.226, 0.121], [0.729, 0.299, 3.787], [0.245, -2.955, 1.443], [0.043, 0.278, 0.359], [-0.427, -0.661, -0.929], [0.259, -0.123, -0.525], [-0.087, 0.841, 0.325], [-0.547, 3.365, -0.891], [0.210, -0.745, -0.354]]
}